Record 1
A molecular structure, C20H42N6O5P2PdSSe2. Source: the OMol25 dataset; level of theory: ωB97M-V/def2-TZVPD.

Calculated values
energy relative to the best compared isomer or geometry (same formula, charge and spin): 0.000 eV
maximum force: 0.10 eV Å⁻¹
molecular weight: 804.95 g/mol
net charge: -2

The geometry in XYZ format:
```
79
Properties=species:S:1:pos:R:3:mulliken_charge:R:1
Pd 1.14 -0.13 0.62 0.035
Se 0.45 -2.14 4.76 -0.603
Se 1.80 1.97 1.62 -0.489
S -3.98 1.24 1.03 -0.458
P 0.48 -2.49 -1.44 -0.268
P -0.84 -0.76 -3.39 -0.127
O 1.82 -2.48 -2.03 -0.932
O -0.53 -1.34 -1.91 1.354
O -1.27 -1.80 -4.34 -0.894
O 4.00 0.78 5.82 -0.636
O 4.70 -0.50 3.42 -0.653
N -2.02 0.35 -3.06 0.127
N -0.33 -3.90 -1.80 0.386
N 0.53 0.03 -3.80 0.678
N 0.45 -2.25 0.22 0.959
N -1.57 2.51 1.15 0.092
N -1.84 0.71 2.47 -0.178
C 1.47 0.60 -2.85 -1.021
C -1.63 1.51 -2.25 -0.622
C -3.02 4.15 0.02 -0.252
C 2.72 0.19 5.53 -1.088
C 2.47 1.54 3.45 -1.757
C 3.31 -0.85 3.31 -0.278
C 0.93 -0.40 3.95 0.469
C -0.77 5.10 -1.30 -0.688
C -2.40 1.52 1.56 0.172
C 1.01 -0.03 -5.17 -1.197
C 0.29 -4.84 -2.72 -1.124
C -1.79 -3.95 -1.87 -0.910
C -3.12 5.20 -0.89 -0.648
C -3.29 -0.22 -2.62 -0.872
C -1.78 3.56 0.26 0.342
C -0.86 -2.37 0.90 -0.531
C 1.44 -3.12 0.91 -1.119
C -2.01 5.68 -1.56 -0.431
C -0.65 4.06 -0.40 -0.186
C 2.37 0.12 4.03 2.041
H -2.23 -3.20 -1.21 0.237
H -0.84 0.76 2.65 -0.033
H -2.10 6.49 -2.27 0.365
H 1.94 2.23 4.12 0.422
H 0.12 5.46 -1.80 0.365
H -0.81 2.05 -2.73 0.199
H -0.57 2.37 1.41 -0.254
H 3.14 -1.85 3.70 0.319
H 1.18 0.98 -5.56 0.314
H 4.84 -0.22 4.33 0.531
H 0.02 -5.87 -2.43 0.350
H 2.43 -2.93 0.50 0.318
H -2.14 -4.93 -1.55 0.339
H 0.28 0.37 4.39 0.781
H -4.08 0.52 -2.75 0.324
H -0.04 -4.67 -3.75 0.275
H -2.48 2.18 -2.16 0.303
H 0.28 -0.53 -5.80 0.361
H 0.69 -0.45 2.88 -1.817
H 1.67 1.65 -3.10 0.363
H -1.57 -1.66 0.46 -0.079
H 1.37 -4.73 -2.68 0.330
H 1.42 -2.88 1.97 0.095
H -4.09 5.64 -1.07 0.358
H 0.31 3.60 -0.20 0.217
H -3.89 3.78 0.53 0.330
H -3.27 -0.49 -1.55 0.125
H -2.32 -0.13 2.73 0.343
H 2.74 -0.81 5.95 0.372
H 1.95 -0.58 -5.22 0.305
H 1.17 -4.18 0.78 0.312
H -3.52 -1.11 -3.21 0.362
H 1.10 0.56 -1.82 0.083
H -2.13 -3.75 -2.89 0.290
H 3.52 1.84 3.41 0.448
H 4.04 1.62 5.34 0.380
H -1.24 -3.39 0.83 0.200
H 2.41 0.04 -2.87 0.332
H 1.93 0.76 6.04 0.411
H -1.32 1.22 -1.24 0.185
H -0.71 -2.13 1.95 0.049
H 3.07 -0.84 2.24 -0.210
```


Record 2
A molecular structure, C11H13BrO3S4SbTc at a distorted geometry. Source: the OMol25 dataset; level of theory: ωB97M-V/def2-TZVPD.

Calculated values
energy relative to the best compared isomer or geometry (same formula, charge and spin): 0.000 eV
maximum force: 3.15 eV Å⁻¹
molecular weight: 621.15 g/mol
net charge: +2

The geometry in XYZ format:
```
34
Properties=species:S:1:pos:R:3:nbo_charge:R:1
Sb -1.01 4.94 -0.46 1.394
Tc 0.05 1.19 -1.80 0.935
Br -2.04 0.28 5.96 0.166
S -0.19 5.61 -2.26 -0.326
S -2.31 4.84 1.15 -0.307
S -1.18 2.21 -3.19 0.119
S 0.44 2.59 -0.08 0.325
O -1.17 0.32 -0.40 -0.606
O 1.33 0.04 -2.21 -0.581
O -0.52 1.82 1.15 -0.582
C 3.59 -0.13 -2.13 -0.636
C -1.84 0.00 1.87 -0.213
C -3.20 -1.32 3.89 -0.125
C -1.65 0.41 3.18 -0.172
C -1.15 0.71 0.81 0.843
C -3.33 -1.74 2.56 -0.198
C -2.31 -0.25 4.20 -0.098
C 2.10 -1.83 -3.29 -0.637
C 2.12 -1.68 -0.77 -0.651
C -2.65 -1.09 1.55 -0.119
C 2.39 -1.03 -2.09 0.312
H -3.99 -2.57 2.30 0.256
H 1.08 -2.15 -3.30 0.233
H -2.73 -1.37 0.50 0.240
H 1.11 -2.10 -0.70 0.229
H 2.23 -1.00 0.07 0.217
H 4.50 -0.75 -2.18 0.261
H 3.65 0.53 -1.30 0.225
H -0.98 1.22 3.43 0.246
H 2.82 -2.50 -0.62 0.267
H 2.79 -2.69 -3.31 0.260
H -3.77 -1.74 4.68 0.255
H 3.55 0.41 -3.08 0.233
H 2.25 -1.19 -4.15 0.234
```


Record 3
A single C16H27N5O3 molecule. Source: the OMol25 dataset; level of theory: ωB97M-V/def2-TZVPD.

Calculated values
energy relative to the best compared isomer or geometry (same formula, charge and spin): 4.088 eV
maximum force: 0.76 eV Å⁻¹
molecular weight: 337.42 g/mol
net charge: 0

The geometry in XYZ format:
```
51
Properties=species:S:1:pos:R:3:nbo_charge:R:1
O 1.98 -3.31 0.57 -0.563
O 0.79 4.09 1.45 -0.515
O 1.10 6.17 2.23 -0.601
N -1.26 -1.36 -1.08 -0.195
N -0.17 -1.96 -1.49 -0.181
N -0.99 -4.01 -0.64 -0.182
N 3.20 -4.96 -0.51 -0.478
N -2.08 -3.41 -0.23 -0.186
C 4.23 -4.45 -1.43 -0.415
C 1.23 4.98 2.35 0.796
C -2.18 -2.09 -0.44 0.338
C -1.82 2.02 -1.07 -0.401
C 3.77 -5.28 0.80 -0.419
C 0.29 3.52 -0.84 -0.429
C -3.16 -0.07 0.80 -0.405
C 2.15 -4.01 -0.40 0.722
C 1.87 4.31 3.53 -0.716
C -1.07 3.29 -1.54 -0.393
C -3.42 -1.40 0.05 -0.447
C 0.27 4.63 0.22 -0.071
C -3.89 1.16 0.23 -0.391
C -3.00 2.35 -0.16 -0.387
C -0.05 -3.27 -1.23 0.336
C 1.23 -3.94 -1.61 -0.558
H -3.63 3.07 -0.70 0.199
H 2.47 5.04 4.07 0.236
H 4.25 -6.26 0.73 0.201
H 2.99 -5.33 1.55 0.224
H 3.81 -4.31 -2.43 0.205
H -4.51 0.89 -0.64 0.193
H 2.49 3.46 3.22 0.234
H -2.09 0.13 0.85 0.217
H 5.03 -5.19 -1.50 0.212
H 0.63 2.61 -0.34 0.222
H -0.92 3.26 -2.62 0.209
H 1.03 3.79 -1.60 0.209
H -1.10 1.38 -0.55 0.206
H -1.70 4.15 -1.33 0.193
H -4.07 -1.23 -0.81 0.228
H 4.51 -4.55 1.13 0.186
H -2.17 1.46 -1.95 0.204
H -3.51 -0.22 1.83 0.212
H -0.74 4.99 0.41 0.180
H 1.04 -4.95 -1.97 0.258
H 0.88 5.49 -0.07 0.200
H -2.64 2.86 0.74 0.193
H 1.72 -3.35 -2.38 0.254
H 4.64 -3.49 -1.08 0.185
H 1.09 3.92 4.20 0.240
H -3.94 -2.11 0.70 0.235
H -4.59 1.53 0.99 0.206
```


Record 4
2 unconnected molecules or ions with the total composition C3H7NO2S at a distorted geometry. Source: the OMol25 dataset; level of theory: ωB97M-V/def2-TZVPD.

Calculated values
energy relative to the best compared isomer or geometry (same formula, charge and spin): 6.452 eV
maximum force: 4.24 eV Å⁻¹
molecular weight: 121.16 g/mol
net charge: 0

The geometry in XYZ format:
```
14
Properties=species:S:1:pos:R:3:nbo_charge:R:1
S 0.88 -0.30 0.87 0.581
O -0.52 -0.48 -3.08 -0.403
O 1.21 -0.69 -1.86 -0.427
N 0.07 -0.33 -2.05 0.367
C 1.84 1.19 0.48 -0.758
C -0.68 0.05 0.65 -0.372
C -1.80 -1.04 0.73 -0.651
H 2.90 1.03 0.79 0.247
H -2.05 -1.51 -0.21 0.255
H -1.40 -1.88 1.42 0.222
H -1.16 1.06 0.85 0.234
H 1.49 2.01 0.95 0.217
H 1.91 1.47 -0.67 0.263
H -2.69 -0.57 1.12 0.225
```


Record 5
A molecular structure, C6H9NS at a distorted geometry. Source: the OMol25 dataset; level of theory: ωB97M-V/def2-TZVPD.

Calculated values
energy relative to the best compared isomer or geometry (same formula, charge and spin): 3.402 eV
maximum force: 5.51 eV Å⁻¹
molecular weight: 127.21 g/mol
net charge: 0

The geometry in XYZ format:
```
17
Properties=species:S:1:pos:R:3:nbo_charge:R:1
S -0.88 -1.55 -0.67 0.217
N 2.02 0.61 -0.22 -0.585
C 0.75 0.42 -0.97 -0.080
C 1.55 -0.76 -0.51 -0.105
C 0.54 -1.37 0.39 -0.344
C -0.60 0.16 -0.25 -0.194
C -1.71 1.08 -0.28 -0.629
C -0.20 -0.29 1.16 -0.405
H 2.03 0.89 0.71 0.351
H -2.61 0.80 0.40 0.227
H -1.53 2.15 0.10 0.226
H 2.17 -1.50 -0.98 0.218
H 0.82 -2.26 1.01 0.225
H -2.33 1.19 -1.27 0.225
H 0.22 0.45 1.68 0.193
H 0.81 0.85 -2.00 0.231
H -1.06 -0.88 1.69 0.228
```


Record 6
A molecular structure, C4H4N2 at a distorted geometry. Source: the OMol25 dataset; level of theory: ωB97M-V/def2-TZVPD.

Calculated values
energy relative to the best compared isomer or geometry (same formula, charge and spin): 3.927 eV
maximum force: 6.23 eV Å⁻¹
molecular weight: 80.09 g/mol
net charge: 0

The geometry in XYZ format:
```
10
Properties=species:S:1:pos:R:3:nbo_charge:R:1
N 1.20 -1.36 -0.26 -0.343
N -1.26 -1.35 -0.19 -0.364
C -1.22 -0.16 -0.54 0.113
C 0.01 -1.21 0.60 0.049
C 1.26 -0.12 -0.49 0.099
C 0.05 0.29 0.15 -0.382
H -1.78 0.46 -1.28 0.194
H -0.27 1.09 0.96 0.238
H -0.06 -1.74 1.51 0.216
H 1.89 0.40 -1.04 0.181
```


Record 7
6 unconnected molecules or ions with the total composition C40H47B2F5IN2O3 at a distorted geometry. Source: the OMol25 dataset; level of theory: ωB97M-V/def2-TZVPD.

Calculated values
maximum force: 5.09 eV Å⁻¹
molecular weight: 847.35 g/mol
net charge: -1

The geometry in XYZ format:
```
100
Properties=species:S:1:pos:R:3:mulliken_charge:R:1
I -1.00 -2.79 8.20 -0.222
F -1.47 -3.75 -7.93 -0.323
F 6.98 4.45 -4.19 -0.324
F -2.47 4.78 4.76 -0.299
F 3.06 2.35 0.44 -0.229
F 0.99 0.63 -2.98 -0.157
O 2.82 -2.12 4.05 -0.527
O -0.82 -4.90 6.00 -0.474
O -0.60 0.54 3.95 -0.382
N 1.76 -1.83 1.74 -0.028
N -2.39 0.87 2.36 -0.323
C -1.22 1.28 3.13 0.380
C 5.36 3.26 -5.42 -0.433
C -5.35 4.32 6.91 -0.347
C -4.53 4.83 5.91 -0.439
C 3.53 4.47 1.34 -0.566
C 1.76 5.59 -0.50 -0.530
C -2.25 -4.83 -8.09 0.374
C -1.79 -1.60 1.83 0.841
C -0.20 -2.63 5.06 -0.141
C -2.85 -7.07 -7.47 -0.390
C 1.93 -0.33 1.77 -0.592
C -0.59 -3.89 2.62 -0.716
C 4.13 2.54 -3.03 -0.315
C 3.32 5.85 1.32 -0.399
C -3.26 4.30 5.73 0.393
C -4.88 3.30 7.74 -0.447
C -0.89 -0.48 -3.87 -0.558
C 0.81 -1.89 -5.58 -0.694
C 2.43 6.41 0.41 -0.488
C 2.86 3.67 0.43 0.250
C -3.25 -4.81 -9.05 -0.437
C -0.57 -2.11 -5.62 -0.217
C -2.79 3.28 6.54 -0.246
C -3.60 2.78 7.55 -0.520
C -0.64 2.79 3.00 -0.749
C -2.03 -5.95 -7.31 -0.320
C 1.98 4.22 -0.49 -0.140
C 3.60 2.11 -4.25 -0.471
C 0.48 -0.27 -3.85 0.188
C -0.67 -3.69 6.19 -0.023
C -1.95 -3.05 2.50 -0.779
C 1.33 -0.96 -4.69 -0.278
C -3.86 -7.06 -8.43 -0.470
C 4.22 2.47 -5.44 -0.445
C 5.88 3.69 -4.21 0.268
C 3.09 -2.34 1.19 -1.005
C -1.41 -1.41 -4.77 -0.440
C -2.77 -0.55 2.60 -0.793
C 5.27 3.33 -3.01 -0.513
C -4.06 -5.93 -9.22 -0.361
B 0.47 -3.36 3.75 0.389
B 1.70 -2.39 3.15 0.540
H -6.34 4.72 7.06 0.352
H -3.40 -3.91 -9.64 0.404
H -3.24 1.98 8.20 0.405
H 2.72 1.49 -4.26 0.432
H -2.80 -0.79 3.72 0.329
H 5.85 3.56 -6.34 0.400
H 1.47 3.57 -1.19 0.530
H -1.24 -5.95 -6.57 0.427
H -0.94 3.33 3.96 0.108
H 3.12 -2.34 0.06 0.183
H 1.47 -2.44 -6.24 0.369
H -4.49 -7.93 -8.56 0.355
H 3.82 2.12 -6.39 0.399
H 3.85 6.49 2.02 0.385
H -0.97 -2.84 -6.31 0.536
H 4.21 4.02 2.05 0.457
H -3.16 1.50 2.66 0.331
H 2.65 -0.04 0.92 0.297
H 0.96 0.23 1.57 -0.138
H -1.00 3.29 2.05 0.319
H 1.03 -4.34 4.17 -0.308
H -0.07 -3.90 1.60 0.171
H 2.27 7.48 0.40 0.367
H 3.64 2.27 -2.10 0.476
H -3.84 -0.70 2.19 0.357
H 2.40 -0.77 -4.65 0.532
H 3.22 -3.40 1.64 0.292
H -2.48 -1.58 -4.80 0.369
H -1.00 -1.86 4.84 0.086
H -4.87 5.63 5.26 0.397
H 5.70 3.67 -2.07 0.455
H -2.51 -2.92 3.49 0.347
H 0.66 -2.04 5.58 0.221
H -2.66 -3.66 1.82 0.418
H 0.51 2.71 3.01 0.152
H -5.52 2.90 8.52 0.359
H 2.64 -1.31 4.57 0.246
H 2.38 0.06 2.75 0.036
H -1.79 2.88 6.38 0.408
H -0.90 -4.99 2.82 0.193
H -2.10 -1.70 0.73 0.407
H -1.53 0.07 -3.20 0.437
H -2.69 -7.95 -6.86 0.351
H 3.90 -1.69 1.68 0.341
H -0.75 -1.15 1.91 -0.797
H -4.84 -5.92 -9.97 0.346
H 1.06 6.03 -1.21 0.387
```


Record 8
14 unconnected molecules or ions with the total composition C25H83N22O14 at a distorted geometry. Source: the OMol25 dataset; level of theory: ωB97M-V/def2-TZVPD.

Calculated values
maximum force: 12.38 eV Å⁻¹
molecular weight: 916.08 g/mol
net charge: +1

The geometry in XYZ format:
```
144
Properties=species:S:1:pos:R:3:mulliken_charge:R:1
O 0.31 2.60 0.63 -0.048
O 0.18 -4.01 1.77 -0.730
O 1.13 2.47 6.51 -0.337
O 1.64 -4.25 -1.34 -0.526
O -2.27 -3.19 -1.68 -0.088
O 2.41 1.74 -2.98 -0.399
O -7.00 1.74 0.24 -0.253
O -1.27 4.16 -5.12 -0.708
O 5.40 1.44 -0.68 -0.760
O 3.05 -2.19 -4.67 -0.700
O 3.20 -1.11 -1.31 -0.620
O 1.42 0.25 0.10 2.054
O 4.64 -3.21 2.67 -0.736
O -3.06 1.32 2.63 -0.219
N 3.85 2.77 -4.38 -0.459
N 1.88 -5.96 -2.81 -0.518
N 2.97 -2.72 1.43 0.414
N 5.29 2.78 1.07 -0.399
N 1.27 -0.68 4.55 -0.465
N -5.15 3.69 -2.34 -0.711
N -0.21 3.75 -3.15 0.089
N 1.76 -2.93 -6.24 -0.347
N 0.51 -1.53 -1.94 1.838
N -0.26 -0.91 1.81 0.880
N -1.44 -5.40 2.20 -0.462
N 1.16 -1.27 -5.29 -0.238
N 0.13 -4.91 -2.65 -0.200
N 0.72 4.60 1.51 -0.388
N 0.57 -6.17 2.18 -0.416
N -1.20 4.15 0.87 -0.255
N -0.37 5.76 -3.75 -0.362
N 2.56 -3.60 3.30 -0.058
N 4.26 -3.19 -1.47 -0.243
N 5.38 -1.39 -1.55 -0.274
N 3.77 2.90 -0.50 -0.143
N 3.75 0.65 -4.46 -0.138
C -0.15 -5.09 2.10 0.536
C -0.02 3.69 1.02 0.252
C 4.83 2.28 -0.04 0.751
C 2.04 -2.22 -5.30 0.771
C 0.75 1.10 6.04 -0.696
C -6.62 2.92 -0.48 -0.913
C -0.91 -1.19 -1.86 2.210
C -5.30 2.74 -1.25 0.449
C -4.13 2.92 -0.34 -1.334
C 1.78 0.57 5.00 0.621
C -1.66 -0.47 1.92 1.219
C -3.47 -3.92 -1.78 -0.945
C -0.92 0.33 -2.37 -0.957
C -3.33 2.35 3.63 -0.877
C -2.51 -1.77 1.90 -1.327
C -0.65 4.57 -4.07 0.569
C 1.30 -5.01 -2.17 0.592
C 4.17 -1.86 -1.41 -0.213
C 3.27 1.72 -3.89 0.614
C -1.86 0.60 2.95 -0.943
C 0.36 2.85 7.62 -0.681
C -1.97 -2.12 -2.56 -1.186
C -8.17 1.93 0.97 -0.850
C 3.49 -3.25 2.51 0.355
C 2.13 1.50 3.83 -1.397
H 0.82 -1.51 -2.90 -0.785
H 0.72 -2.43 -1.54 -0.711
H 1.62 -3.72 2.94 0.039
H 2.31 -3.75 -6.43 0.280
H -1.16 -1.21 -0.80 -1.395
H -1.53 -2.50 -3.48 0.041
H 0.19 3.85 -2.24 0.037
H 3.38 -3.65 -1.67 0.154
H 3.29 -0.21 -4.20 -0.141
H -2.40 -2.10 2.93 0.465
H -1.77 -6.22 2.69 0.185
H 1.27 1.73 3.21 0.007
H -7.36 3.20 -1.22 0.414
H 2.04 -0.95 3.95 -0.088
H 3.70 -2.54 0.75 -0.028
H -0.41 1.02 -1.70 -0.336
H -4.13 -3.32 -2.40 0.360
H -1.97 0.15 1.08 -0.287
H -4.09 1.96 0.17 0.290
H -4.41 2.49 3.59 0.309
H -1.06 1.34 2.84 0.010
H -2.17 -2.52 1.19 -0.339
H -0.15 -5.32 -3.53 0.222
H 4.70 3.44 1.56 0.133
H 1.07 1.05 -0.29 0.363
H 0.62 3.90 7.78 0.235
H 1.78 -0.34 -0.57 -0.054
H -2.82 -1.47 -2.78 0.857
H 4.40 2.65 -5.22 0.136
H -3.94 -4.18 -0.84 0.203
H -1.69 0.18 3.94 0.360
H -1.47 4.86 1.54 0.241
H 6.12 2.31 1.39 0.273
H 2.79 1.08 3.07 0.445
H 2.86 -4.11 4.12 0.254
H -5.93 3.59 -2.98 0.292
H -3.01 2.11 4.65 0.351
H 2.01 -2.84 1.16 -0.150
H 0.19 -7.07 2.42 0.162
H -0.19 2.78 -3.44 -0.138
H -3.23 -4.84 -2.32 0.309
H 1.34 -1.26 5.37 0.322
H -8.20 2.79 1.63 0.332
H -5.32 4.63 -2.01 0.238
H -2.04 -4.61 2.01 0.153
H 2.52 2.46 4.18 0.498
H 0.54 5.79 -3.30 0.185
H 0.86 -2.71 -6.66 0.136
H 5.52 -0.39 -1.61 0.266
H -3.58 -1.58 1.90 0.486
H 3.55 2.65 -1.45 -0.103
H -0.26 1.14 5.64 0.081
H 3.36 3.65 0.03 0.055
H 6.11 -2.09 -1.46 0.119
H 5.20 -3.49 -1.69 0.149
H 3.40 3.67 -4.31 0.261
H -9.09 1.97 0.38 0.340
H -5.24 1.70 -1.57 0.380
H -0.48 -4.34 -2.08 -0.065
H 0.64 0.39 6.86 0.458
H -0.54 0.31 -3.39 0.276
H -2.97 3.32 3.29 0.216
H -3.24 3.19 -0.91 0.305
H 0.72 -0.14 0.64 -0.179
H -6.60 3.83 0.11 0.371
H -4.32 3.75 0.34 0.434
H -1.92 0.75 -2.48 0.592
H 0.33 5.50 1.77 0.154
H 2.65 0.46 5.64 0.358
H 1.66 -5.99 -3.80 0.166
H 1.65 4.31 1.75 0.224
H 1.30 -0.45 -4.72 -0.198
H 0.63 2.12 8.39 0.301
H -8.33 1.00 1.53 0.254
H 2.85 -6.13 -2.58 0.294
H -1.79 3.39 0.56 -0.234
H -0.70 2.86 7.40 0.249
H 4.44 0.70 -5.20 0.203
H -0.21 -1.87 1.52 -0.265
H 0.41 -1.16 -5.95 0.185
H 0.05 -0.80 2.77 -0.140
H -0.83 6.54 -4.19 0.244
H 1.57 -6.10 2.08 0.231
```


no.,total energy (hartree)
1,-7503.9291
2,-5139.8325
3,-1125.3024
4,-721.7255
5,-686.8378
6,-264.1821
7,-2734.3504
8,-3260.1609